1.
Computed, not measured: a molecular structure, C8H15N in a non-equilibrium geometry, with wB97M-V/def2-TZVPD.

The value obtained for the highest occupied orbital energy is -8.32 eV. For the gap between HOMO and LUMO, the calculation gives 0.340 hartree. The value obtained for the lowest unoccupied orbital energy is 0.930 eV. The energy above the lowest of the compared OMol25 structures with the same formula, charge and spin comes out at 8.3989 eV.

Atoms and positions in Å:
C 2.695 -0.554 -0.174
C 1.265 -0.340 0.283
C 0.975 1.172 0.651
C -0.613 0.696 -0.008
C -0.922 1.879 -0.943
C -1.703 0.174 0.855
C -1.742 -1.413 0.325
C -0.661 -1.621 -0.821
H 3.209 -0.074 -1.252
H 3.260 0.181 0.608
H 3.202 -1.870 -0.113
H 1.158 -0.902 1.452
H 1.286 2.168 -0.210
H 1.331 1.377 1.870
H -1.777 1.741 -1.712
H -0.038 2.392 -1.093
H -1.473 2.690 -0.120
H -1.745 0.279 2.088
H -2.657 0.671 0.324
H -1.536 -2.150 1.212
H -2.691 -1.981 -0.264
H -1.028 -1.679 -1.967
H 0.080 -2.406 -0.412
N 0.125 -0.430 -0.578



2.
Computed, not measured: a molecular structure, C4H7Cl4MgO3 in a non-equilibrium geometry, with wB97M-V/def2-TZVPD.

The value obtained for the highest occupied orbital energy is -13.30 eV. As for the total charge: +1. For the gap between HOMO and LUMO, the calculation gives 0.175 hartree. The value obtained for the lowest unoccupied orbital energy is -8.545 eV. The energy above the lowest of the compared OMol25 structures with the same formula, charge and spin comes out at 3.6071 eV.

Atoms and positions in Å:
Mg 1.185 -2.281 -0.829
Cl 1.618 -0.829 1.006
C 4.178 -2.395 3.508
Cl 5.542 -2.331 2.346
Cl 4.330 -0.986 4.604
Cl 4.234 -3.920 4.404
H 3.295 -2.369 2.869
C -0.862 1.380 0.277
O -0.787 2.247 -0.867
C -1.657 2.128 -1.984
O -1.676 2.919 -2.897
O -2.439 1.053 -1.907
C -3.328 0.569 -2.955
H -0.223 1.709 1.096
H -0.618 0.327 0.136
H -1.856 1.473 0.714
H -2.935 -0.159 -3.665
H -3.849 1.424 -3.386
H -4.150 0.040 -2.472



3.
Computed, not measured: a molecular structure, C4H16LiO8S in a non-equilibrium geometry, with wB97M-V/def2-TZVPD.

The value obtained for the highest occupied orbital energy is -2.51 eV. As for the total charge: -1. For the gap between HOMO and LUMO, the calculation gives 0.160 hartree. The value obtained for the lowest unoccupied orbital energy is 1.841 eV. The energy above the lowest of the compared OMol25 structures with the same formula, charge and spin comes out at 1.5300 eV.

Atoms and positions in Å:
Li 22.941 31.396 50.086
S 25.232 32.094 52.382
O 25.926 30.872 52.496
O 26.151 33.126 52.027
O 24.160 31.950 51.408
O 24.732 32.382 53.719
C 23.068 33.861 48.876
O 22.658 32.573 48.516
H 23.092 34.602 48.073
H 24.016 33.852 49.137
H 22.549 34.204 49.769
H 22.079 32.524 47.884
C 23.562 28.841 48.439
O 23.887 29.699 49.478
H 22.587 28.235 48.481
H 24.255 28.093 48.313
H 23.231 29.481 47.637
H 24.696 29.681 49.676
C 22.351 28.708 52.698
O 21.432 29.223 53.747
H 22.844 27.808 53.157
H 23.028 29.516 52.198
H 21.874 28.224 51.824
H 22.053 29.473 54.460
C 20.284 32.185 51.288
O 21.111 31.071 51.088
H 19.792 32.534 50.286
H 20.687 32.955 51.832
H 19.405 31.917 51.836
H 21.303 30.651 51.779



4.
Computed, not measured: 2 unconnected molecules or ions with the total composition C6H14N2O2 in a non-equilibrium geometry, with wB97M-V/def2-TZVPD.

The value obtained for the highest occupied orbital energy (spin up / spin down) is 0.82 / -6.20 eV. As for the total charge: -1. For the gap between HOMO and LUMO (spin up / spin down), the calculation gives 0.105 / 0.359 hartree. The value obtained for the lowest unoccupied orbital energy (spin up / spin down) is 3.665 / 3.566 eV. The spin multiplicity is 2. The energy above the lowest of the compared OMol25 structures with the same formula, charge and spin comes out at 1.1899 eV.

Atoms and positions in Å:
C -1.985 2.702 -1.404
C -1.707 -1.115 -1.067
C -1.359 1.277 -1.286
O -0.166 1.251 -0.988
N -2.190 0.227 -1.405
H -1.226 3.493 -1.378
H -3.166 0.393 -1.186
H -1.162 -0.982 -0.114
H -2.491 2.732 -2.358
H -2.534 2.824 -0.470
H -2.514 -1.840 -0.956
H -0.982 -1.494 -1.795
C 0.497 -0.698 2.863
C 1.947 -1.126 -0.617
C 1.967 -0.887 0.867
O 2.944 -0.910 1.583
N 0.694 -0.678 1.434
H -0.031 -0.189 0.934
H 0.060 -1.655 3.172
H 2.912 -1.497 -0.929
H 1.488 -0.564 3.353
H -0.186 0.039 3.319
H 1.097 -1.812 -0.844
H 1.628 -0.240 -1.167



5.
Computed, not measured: C24H28N2O3 in the gas phase, with wB97M-V/def2-TZVPD.

The value obtained for the highest occupied orbital energy is -8.58 eV. For the gap between HOMO and LUMO, the calculation gives 0.327 hartree. The value obtained for the lowest unoccupied orbital energy is 0.308 eV. As for the SMILES: COc1ccccc1CCNC(=O)C1CCN(C(=O)/C=C/c2ccccc2)CC1. The energy above the lowest of the compared OMol25 structures with the same formula, charge and spin comes out at 0.8270 eV.

Atoms and positions in Å:
C -0.141 1.982 5.063
H 0.636 1.820 5.810
O 0.440 2.803 4.080
C -0.362 3.288 3.073
C -1.655 2.840 2.833
C -2.382 3.355 1.773
C -1.834 4.322 0.954
C -0.551 4.778 1.202
C 0.197 4.278 2.255
C 1.602 4.757 2.491
H 1.889 4.545 3.522
H 1.662 5.834 2.325
C 2.583 4.065 1.536
N 2.481 2.626 1.623
C 2.123 1.869 0.563
O 2.002 2.316 -0.559
C 1.898 0.397 0.900
C 2.089 -0.471 -0.342
H 1.448 -0.086 -1.137
C 1.731 -1.929 -0.046
N 0.382 -2.032 0.460
C -0.710 -2.458 -0.234
O -1.843 -2.240 0.171
C -0.469 -3.254 -1.456
C -1.389 -3.279 -2.425
C -1.339 -4.026 -3.669
C -0.323 -4.936 -3.972
C -0.323 -5.620 -5.171
C -1.334 -5.412 -6.096
C -2.349 -4.514 -5.811
C -2.353 -3.831 -4.611
H -3.147 -3.132 -4.391
H -3.141 -4.349 -6.527
H -1.329 -5.948 -7.034
H 0.469 -6.322 -5.388
H 0.469 -5.115 -3.261
H -2.270 -2.664 -2.283
H 0.431 -3.846 -1.509
C 0.175 -1.258 1.666
H 0.841 -1.648 2.446
C 0.466 0.221 1.418
H -0.236 0.607 0.676
H 0.325 0.783 2.340
H -0.863 -1.398 1.970
H 2.413 -2.327 0.716
H 1.846 -2.518 -0.954
H 3.123 -0.410 -0.686
H 2.606 0.091 1.679
H 2.447 2.236 2.552
H 2.359 4.325 0.499
H 3.608 4.376 1.769
H -0.117 5.538 0.570
H -2.400 4.721 0.126
H -3.382 2.989 1.593
H -2.102 2.081 3.455
H -0.452 1.014 4.655
H -1.000 2.467 5.535



6.
Computed, not measured: a molecular structure, C32H32F5HoN10O2 in a non-equilibrium geometry, with wB97M-V/def2-TZVPD.

The value obtained for the highest occupied orbital energy (spin up / spin down) is -13.51 / -13.51 eV. As for the total charge: +2. For the gap between HOMO and LUMO (spin up / spin down), the calculation gives 0.303 / 0.300 hartree. The value obtained for the lowest unoccupied orbital energy (spin up / spin down) is -5.261 / -5.339 eV. The spin multiplicity is 5.

Atoms and positions in Å:
Ho 0.010 -0.573 1.738
C 4.841 1.977 -0.693
N 4.015 1.044 0.133
C 2.832 1.336 0.680
N 2.318 0.246 1.218
C 3.269 -0.726 0.951
N 4.290 -0.277 0.266
C 4.222 2.059 -2.062
C 4.778 1.428 -3.157
C 4.058 1.307 -4.342
C 2.718 1.689 -4.373
C 2.153 2.337 -3.248
C 2.952 2.575 -2.152
C 0.728 2.480 -3.034
N 0.191 2.708 -1.876
N -1.140 2.502 -2.013
C -1.341 2.074 -3.199
O -0.204 2.075 -3.918
C -2.553 1.352 -3.679
C -2.981 1.124 -4.983
C -4.082 0.297 -5.187
C -4.737 -0.349 -4.133
C -4.292 -0.144 -2.819
C -4.876 -0.897 -1.682
N -3.917 -0.993 -0.539
C -2.574 -1.144 -0.507
N -2.162 -1.112 0.744
C -3.324 -0.995 1.443
N -4.400 -0.913 0.716
C -3.273 0.781 -2.621
H 5.885 1.610 -0.666
H 4.815 2.994 -0.243
H 2.436 2.326 0.734
H 3.185 -1.737 1.321
H 5.786 1.042 -3.106
H 4.510 0.832 -5.195
H 2.139 1.504 -5.259
H 2.525 3.012 -1.271
H -2.505 1.567 -5.837
H -4.469 0.147 -6.175
H -5.503 -1.073 -4.343
H -5.179 -1.901 -2.040
H -5.744 -0.392 -1.237
H -1.970 -1.267 -1.379
H -3.393 -0.997 2.527
H -2.951 1.059 -1.616
C 0.918 -0.505 4.592
N -0.456 -0.589 4.051
C -1.119 -1.815 4.583
C -1.301 0.629 4.438
C -0.868 1.893 3.757
N -0.733 1.773 2.299
C 0.104 2.860 1.762
C -2.047 1.971 1.626
H 0.934 -0.465 5.696
H 1.465 0.359 4.234
H 1.510 -1.382 4.303
H -1.330 -1.692 5.656
H -0.487 -2.693 4.435
H -2.052 -1.949 4.087
H -1.316 0.795 5.502
H -2.327 0.387 4.184
H 0.124 2.220 4.158
H -1.543 2.757 3.991
H -0.358 3.789 2.024
H 0.152 2.748 0.680
H 1.094 2.796 2.198
H -2.317 3.026 1.774
H -2.809 1.316 2.069
H -1.981 1.799 0.534
F 2.759 -5.995 -1.526
C 2.188 -5.220 -0.630
C 2.002 -5.623 0.639
F 2.405 -6.819 0.978
C 1.471 -4.754 1.574
F 1.338 -5.150 2.842
C 1.136 -3.460 1.240
O 0.729 -2.563 2.151
C 1.257 -3.116 -0.076
F 0.755 -1.862 -0.411
C 1.755 -3.945 -1.005
F 1.862 -3.515 -2.298



Please write out number 5 again, unchanged.
Computed, not measured: C24H28N2O3 in the gas phase, with wB97M-V/def2-TZVPD.

The value obtained for the highest occupied orbital energy is -8.58 eV. For the gap between HOMO and LUMO, the calculation gives 0.327 hartree. The value obtained for the lowest unoccupied orbital energy is 0.308 eV. As for the SMILES: COc1ccccc1CCNC(=O)C1CCN(C(=O)/C=C/c2ccccc2)CC1. The energy above the lowest of the compared OMol25 structures with the same formula, charge and spin comes out at 0.8270 eV.

Atoms and positions in Å:
C -0.141 1.982 5.063
H 0.636 1.820 5.810
O 0.440 2.803 4.080
C -0.362 3.288 3.073
C -1.655 2.840 2.833
C -2.382 3.355 1.773
C -1.834 4.322 0.954
C -0.551 4.778 1.202
C 0.197 4.278 2.255
C 1.602 4.757 2.491
H 1.889 4.545 3.522
H 1.662 5.834 2.325
C 2.583 4.065 1.536
N 2.481 2.626 1.623
C 2.123 1.869 0.563
O 2.002 2.316 -0.559
C 1.898 0.397 0.900
C 2.089 -0.471 -0.342
H 1.448 -0.086 -1.137
C 1.731 -1.929 -0.046
N 0.382 -2.032 0.460
C -0.710 -2.458 -0.234
O -1.843 -2.240 0.171
C -0.469 -3.254 -1.456
C -1.389 -3.279 -2.425
C -1.339 -4.026 -3.669
C -0.323 -4.936 -3.972
C -0.323 -5.620 -5.171
C -1.334 -5.412 -6.096
C -2.349 -4.514 -5.811
C -2.353 -3.831 -4.611
H -3.147 -3.132 -4.391
H -3.141 -4.349 -6.527
H -1.329 -5.948 -7.034
H 0.469 -6.322 -5.388
H 0.469 -5.115 -3.261
H -2.270 -2.664 -2.283
H 0.431 -3.846 -1.509
C 0.175 -1.258 1.666
H 0.841 -1.648 2.446
C 0.466 0.221 1.418
H -0.236 0.607 0.676
H 0.325 0.783 2.340
H -0.863 -1.398 1.970
H 2.413 -2.327 0.716
H 1.846 -2.518 -0.954
H 3.123 -0.410 -0.686
H 2.606 0.091 1.679
H 2.447 2.236 2.552
H 2.359 4.325 0.499
H 3.608 4.376 1.769
H -0.117 5.538 0.570
H -2.400 4.721 0.126
H -3.382 2.989 1.593
H -2.102 2.081 3.455
H -0.452 1.014 4.655
H -1.000 2.467 5.535